No. 1
Molecular formula: C17H24BBr2F9NO2S
Method: DFT, ωB97M-V with the def2-TZVPD basis set

The total energy is -199649.07785 eV. For the gap between HOMO and LUMO, the calculation gives 6.49 eV. As for the molar mass: 648.05 g/mol.

ORCA input file:
```
! RIJCOSX wB97M-V def2-TZVPD def2/J DEFGRID3
* xyz 1 1
C 5.37832 -2.35530 -1.36031
B 4.71746 -1.25415 -2.30822
O 5.33752 -0.01213 -2.46650
N 3.40347 -1.46115 -3.05278
C 3.30477 -2.32495 -4.11729
C 2.07963 -2.52846 -4.84734
C 0.88975 -1.75952 -4.42706
C 0.99875 -0.81965 -3.31047
C -0.16263 0.07811 -2.79820
C -1.59744 -0.58884 -3.02082
C -2.73568 0.18871 -2.26216
F -2.30769 1.40860 -1.75865
F -3.63951 0.55909 -3.27374
C -3.58611 -0.65526 -1.25429
F -4.24631 -1.65091 -1.93941
F -4.59108 0.16534 -0.79345
S -2.71804 -1.40818 0.21216
F -2.18699 -2.69559 -0.62996
F -1.34619 -0.56350 0.01731
F -3.33940 -0.23743 1.18676
F -4.08753 -2.26751 0.53742
F -2.06262 -2.07629 1.54010
C 2.30647 -0.73000 -2.64017
C 2.48303 0.21332 -1.41844
Br 2.41524 -0.67475 0.33850
C 2.65726 1.55438 -1.53970
C 2.78126 2.39661 -0.20627
Br 2.70905 2.37849 -3.29290
H 6.05468 -1.81647 -0.64101
H 6.02076 -3.05952 -1.95495
H 4.62919 -2.90426 -0.72620
H 5.76339 0.22599 -1.61957
H 4.20988 -2.90120 -4.41516
H 2.06329 -3.23280 -5.70442
H -0.06977 -1.90130 -4.97064
H -0.01613 0.46591 -1.76443
H -0.15933 0.98742 -3.46998
H -1.56868 -1.68345 -2.79817
H -1.77602 -0.50829 -4.12973
H 3.67757 2.03879 0.35320
H 1.85316 2.20492 0.39127
H 2.81700 3.47514 -0.49124
C -2.82624 0.91686 3.75641
C -1.96929 0.56661 4.96123
O -1.17032 1.64358 5.42416
C -1.86628 2.80717 5.84635
C -2.82768 2.55838 6.99565
H -2.20019 1.26797 2.93200
H -3.38786 0.04428 3.42500
H -3.54245 1.70868 3.98158
H -1.27827 -0.23179 4.68230
H -2.58300 0.17180 5.77733
H -2.38087 3.26886 4.99658
H -1.10542 3.52081 6.16970
H -3.61671 1.85498 6.72443
H -3.30267 3.49242 7.30105
H -2.29654 2.13938 7.85316
*
```


No. 2
Molecular formula: C7H8ClNOS
Method: DFT, ωB97M-V with the def2-TZVPD basis set

The total energy is -34280.45487 eV. For the gap between HOMO and LUMO (spin up / spin down), the calculation gives 6.46 / 7.93 eV. As for the molar mass: 189.67 g/mol.

ORCA input file:
```
! RIJCOSX wB97M-V def2-TZVPD def2/J DEFGRID3
* xyz 0 1
C 1.43295 -2.23551 -1.13030
C 2.03373 -0.96421 -1.27428
C 0.08666 -2.29479 -0.67854
C 1.33250 0.19565 -1.06332
C -0.60596 -1.16204 -0.31809
C 0.06486 0.09901 -0.38380
C -1.53020 0.99110 1.08210
N -0.61263 1.21261 0.02267
O -5.55179 1.37560 -0.14688
S -4.71756 0.59527 0.77581
Cl -4.73903 -1.34142 0.01354
H 1.98624 -3.05302 -1.43360
H 3.00280 -0.94654 -1.71414
H -0.46224 -3.24073 -0.65719
H 1.78215 1.23851 -1.14619
H -1.60369 -1.32357 0.07936
H -2.11282 1.98845 1.48424
H -1.08987 0.22255 1.72597
H -2.46509 0.45986 0.74438
*
```